{"formula": "C41H76BF15Hg2N4O15P2S", "method": "wB97M-V/def2-TZVPD", "total_charge": 0, "e_homo_ev": -7.9, "homo_lumo_gap_ev": 4.24, "lumo_ev": -3.64, "e_tot_ev": -159625.969, "species": ["Hg", "Hg", "O", "C", "O", "B", "O", "C", "O", "O", "C", "O", "C", "O", "O", "P", "F", "F", "F", "F", "F", "F", "P", "F", "F", "F", "F", "F", "F", "C", "F", "F", "F", "S", "O", "O", "O", "C", "C", "C", "C", "C", "C", "N", "O", "C", "C", "C", "H", "H", "H", "H", "H", "H", "H", "H", "H", "H", "H", "H", "H", "H", "H", "H", "H", "H", "H", "C", "C", "C", "C", "C", "C", "N", "O", "C", "C", "C", "H", "H", "H", "H", "H", "H", "H", "H", "H", "H", "H", "H", "H", "H", "H", "H", "H", "H", "H", "C", "C", "C", "C", "C", "C", "N", "O", "C", "C", "C", "H", "H", "H", "H", "H", "H", "H", "H", "H", "H", "H", "H", "H", "H", "H", "H", "H", "H", "H", "C", "C", "C", "C", "C", "C", "N", "O", "C", "C", "C", "H", "H", "H", "H", "H", "H", "H", "H", "H", "H", "H", "H", "H", "H", "H", "H", "H", "H", "H"], "coordinates": [[-0.798, 13.930, -8.211], [1.820, 10.702, -11.069], [0.229, 12.156, -7.106], [1.289, 11.562, -6.695], [1.813, 11.603, -5.515], [3.164, 11.038, -5.551], [3.150, 10.343, -6.873], [2.139, 10.658, -7.630], [2.023, 10.356, -8.856], [3.472, 10.148, -4.393], [4.349, 10.632, -3.643], [4.786, 10.113, -2.573], [4.848, 11.901, -4.291], [4.234, 12.042, -5.391], [5.788, 12.583, -3.857], [0.867, 13.485, -13.557], [-0.541, 12.814, -14.057], [0.633, 14.977, -14.181], [0.239, 14.117, -12.156], [2.290, 14.127, -13.068], [1.257, 12.067, -12.867], [1.611, 12.993, -14.916], [-1.415, 11.351, -10.214], [-1.827, 12.863, -10.788], [-2.841, 10.793, -10.508], [-0.835, 11.122, -11.694], [-0.630, 10.044, -9.599], [-0.070, 12.023, -9.841], [-1.935, 11.679, -8.687], [3.964, 14.213, -8.511], [4.295, 13.024, -8.180], [3.697, 14.814, -7.320], [4.951, 14.801, -9.183], [2.416, 14.143, -9.747], [1.242, 14.424, -8.915], [2.598, 15.226, -10.746], [2.337, 12.745, -10.387], [-4.234, 14.428, -13.423], [-3.722, 15.575, -14.367], [-2.820, 14.866, -15.455], [-3.569, 14.387, -16.696], [-4.638, 15.419, -17.176], [-5.539, 16.091, -16.010], [-4.713, 16.503, -14.886], [-5.460, 17.097, -13.856], [-6.158, 17.373, -16.712], [-6.624, 15.092, -15.583], [-2.579, 16.411, -13.671], [-3.433, 13.767, -13.090], [-4.935, 13.714, -13.857], [-4.648, 14.912, -12.539], [-2.002, 15.475, -15.839], [-2.303, 13.982, -15.082], [-4.233, 13.604, -16.328], [-2.953, 13.947, -17.481], [-5.355, 14.978, -17.868], [-4.158, 16.194, -17.773], [-6.971, 17.732, -16.080], [-5.466, 18.214, -16.736], [-6.661, 17.184, -17.660], [-7.145, 15.426, -14.686], [-7.451, 15.103, -16.294], [-6.232, 14.075, -15.590], [-1.741, 15.810, -13.320], [-2.945, 17.022, -12.846], [-2.308, 17.167, -14.408], [-4.987, 17.893, -13.605], [0.848, 6.074, -11.863], [1.959, 7.100, -11.534], [3.281, 6.299, -11.875], [3.593, 6.075, -13.320], [3.516, 7.487, -13.979], [2.201, 8.160, -13.839], [1.931, 8.379, -12.321], [0.684, 8.922, -12.139], [2.530, 9.542, -14.499], [1.100, 7.389, -14.684], [2.064, 7.495, -10.033], [1.004, 5.350, -12.662], [-0.119, 6.572, -11.788], [0.765, 5.349, -11.054], [4.136, 6.503, -11.231], [3.176, 5.234, -11.668], [2.899, 5.407, -13.830], [4.542, 5.618, -13.603], [3.804, 7.337, -15.019], [4.338, 7.957, -13.439], [1.817, 10.314, -14.212], [3.492, 9.966, -14.210], [2.665, 9.484, -15.579], [0.101, 7.539, -14.274], [1.245, 7.541, -15.754], [1.158, 6.305, -14.579], [1.929, 6.592, -9.438], [1.288, 8.209, -9.758], [3.038, 7.955, -9.864], [0.110, 8.442, -12.741], [-4.323, 14.814, -4.639], [-3.593, 13.666, -5.388], [-4.173, 12.206, -5.241], [-5.464, 11.985, -5.999], [-5.363, 12.490, -7.457], [-4.689, 13.845, -7.655], [-3.372, 13.944, -6.855], [-2.641, 15.091, -7.138], [-4.414, 13.858, -9.187], [-5.747, 14.945, -7.410], [-2.125, 13.645, -4.782], [-4.059, 15.055, -3.609], [-5.411, 14.744, -4.627], [-4.066, 15.756, -5.123], [-3.399, 11.563, -5.659], [-4.139, 12.022, -4.167], [-6.262, 12.586, -5.564], [-5.832, 10.963, -5.906], [-6.413, 12.585, -7.733], [-4.850, 11.748, -8.069], [-3.933, 14.812, -9.399], [-3.774, 13.048, -9.537], [-5.339, 13.713, -9.745], [-5.186, 15.848, -7.173], [-6.517, 15.055, -8.173], [-6.340, 14.725, -6.522], [-1.462, 13.001, -5.360], [-2.108, 13.337, -3.737], [-1.660, 14.631, -4.793], [-3.306, 15.716, -6.839], [-6.493, 4.407, -10.279], [-6.111, 5.829, -10.820], [-6.915, 6.869, -9.900], [-6.318, 7.169, -8.461], [-4.883, 7.666, -8.787], [-3.944, 6.640, -9.551], [-4.620, 6.155, -10.774], [-3.887, 5.458, -11.708], [-2.687, 7.460, -9.919], [-3.426, 5.443, -8.723], [-6.734, 5.960, -12.257], [-7.546, 4.249, -10.510], [-6.325, 4.354, -9.203], [-5.934, 3.589, -10.733], [-7.101, 7.845, -10.349], [-7.917, 6.498, -9.685], [-6.129, 6.272, -7.872], [-6.928, 7.926, -7.967], [-4.480, 7.908, -7.804], [-4.909, 8.571, -9.394], [-3.063, 7.888, -10.848], [-2.321, 8.212, -9.219], [-1.880, 6.766, -10.152], [-4.311, 4.840, -8.517], [-2.744, 4.821, -9.303], [-2.934, 5.806, -7.821], [-6.582, 6.935, -12.720], [-7.795, 5.718, -12.309], [-6.145, 5.253, -12.841], [-3.662, 6.190, -12.287]], "mulliken_charge": [1.859, 2.341, -0.456, 0.125, -0.607, 1.082, -0.559, 0.078, -0.690, -0.535, 0.615, -0.650, 0.528, -0.316, -0.630, 1.763, -0.443, -0.356, -0.212, -0.412, -0.808, -0.425, 1.853, -0.410, -0.428, -0.519, -0.156, -0.271, -0.394, 0.446, -0.148, -0.220, -0.178, 1.297, -0.866, -0.494, -0.873, -1.548, 1.668, -0.628, -1.083, -1.369, 1.444, 0.425, -0.504, -1.862, -1.731, -1.963, 0.188, 0.297, 0.412, 0.570, -0.074, 0.281, 0.500, 0.510, 0.434, 0.430, 0.435, 0.372, 0.324, 0.502, 0.352, 0.264, 0.422, 0.528, 0.348, -1.877, 2.303, -1.466, -0.875, -1.377, 1.191, 0.533, 0.451, -2.180, -1.318, -2.017, 0.351, 0.185, 0.556, 0.400, 0.342, 0.284, 0.524, 0.508, 0.298, 0.364, 0.392, 0.463, 0.197, 0.498, 0.347, 0.486, 0.016, 0.481, -0.041, -1.325, 1.118, -1.188, -0.795, -1.497, 1.620, 1.394, -0.596, -2.223, -1.614, -2.101, 0.410, 0.342, 0.346, 0.254, 0.475, 0.357, 0.451, 0.367, 0.457, 0.511, 0.167, 0.537, 0.264, 0.443, 0.396, 0.440, 0.519, 0.372, 0.259, -1.609, 1.094, -1.239, -0.926, -1.215, 2.319, 0.587, -0.481, -2.142, -1.690, -1.843, 0.467, 0.351, 0.313, 0.412, 0.444, 0.359, 0.402, 0.474, 0.397, 0.491, 0.196, 0.090, 0.412, 0.374, 0.346, 0.379, 0.388, 0.449, 0.345]}